Model i:
This record from the Open Molecules 2025 dataset describes C5H5O3 as an isolated structure. The level of theory is the ωB97M-V functional and the def2-TZVPD basis.

HOMO level ... -2.658 eV
Frontier orbital gap ... 6.60 eV

Structure (ORCA input):
```
! wB97M-V def2-TZVPD RIJCOSX def2/J DEFGRID3
* xyz -1 1
O -0.31559 -2.26601 0.18863
O -1.20025 0.73018 -0.85023
O 2.51254 1.40637 -0.05292
C 1.87054 -1.06119 0.11680
C 1.75908 0.44317 -0.09902
C -0.09556 0.02762 -0.39362
C -2.19678 1.17015 0.06044
C 0.35801 -1.24680 -0.01884
H 2.44916 -1.34199 0.97181
H -1.98217 1.19371 1.11330
H -2.53720 2.12140 -0.22276
H -2.99355 0.43134 -0.09872
H 2.37178 -1.60794 -0.71486
*
```

=====

Model ii:
This record from the Open Molecules 2025 dataset describes an isolated ion of composition C5H5O3 and charge -1. The level of theory is the ωB97M-V functional and the def2-TZVPD basis.

SMILES string ... C[C@@H]1C(O)=C1C(=O)[O-]
HOMO level ... -4.449 eV
Frontier orbital gap ... 8.10 eV

Structure (ORCA input):
```
! wB97M-V def2-TZVPD RIJCOSX def2/J DEFGRID3
* xyz -1 1
O -0.52220 2.72093 0.04926
O 2.77355 -0.43334 -1.33187
O 2.56736 -0.58081 0.92211
C -0.16798 1.07418 0.00665
C -1.61388 -1.09019 -0.16693
C 2.19012 -0.34877 -0.23560
C -0.51360 -0.22179 0.59915
C 0.74048 0.12581 -0.16492
H 0.36480 2.96086 -0.39237
H -0.99944 -2.04141 -0.39189
H -2.37494 -1.17691 0.52068
H -2.08490 -0.70963 -1.12413
H -0.35937 -0.27892 1.70984
*
```

=====

Most stable to least stable: model i, model ii

=====

Model i:
This record from the Open Molecules 2025 dataset describes an isolated ion of composition C5H12NS2 and charge +1. The level of theory is the ωB97M-V functional and the def2-TZVPD basis.

HOMO level ... -13.371 eV
Frontier orbital gap ... 9.19 eV

Structure (ORCA input):
```
! wB97M-V def2-TZVPD RIJCOSX def2/J DEFGRID3
* xyz 1 1
S 0.32600 -1.05822 -1.10892
S -1.82776 -0.99563 1.78170
N -0.44095 1.29511 0.08676
C 1.70676 1.11289 -0.99692
C -1.73249 -2.35462 0.48390
C -1.36709 -1.78564 -0.91023
C 0.40305 0.56397 -0.63287
C 2.06051 2.39172 -0.30515
H -1.10371 -3.20502 0.90091
H 2.09389 2.16106 0.85593
H -1.47133 -2.58521 -1.62771
H 1.49205 3.23221 -0.68295
H 3.01917 2.82444 -0.55677
H -2.05580 -0.91109 -1.23885
H -0.33732 2.18907 0.51018
H -2.66166 -2.90564 0.35775
H 1.75186 1.46900 -2.01043
H 2.34104 0.26900 -0.72124
H -1.05849 -1.66081 2.72552
H -1.03430 0.83245 0.72562
*
```

=====

Model ii:
This record from the Open Molecules 2025 dataset describes an isolated ion of composition C5H12NS2 and charge +1. The level of theory is the ωB97M-V functional and the def2-TZVPD basis.

SMILES string ... C/C=C(\S)[NH2+]CCS
HOMO level ... -13.630 eV
Frontier orbital gap ... 10.41 eV

Structure (ORCA input):
```
! wB97M-V def2-TZVPD RIJCOSX def2/J DEFGRID3
* xyz 1 1
S 2.94210 1.37528 0.44385
S -0.68992 2.34418 -0.08342
N 0.43915 0.19271 1.10696
C 1.44847 -0.92149 0.81591
C -0.65512 0.60047 0.24122
C -1.69336 -0.15121 -0.13386
C -2.81265 0.38236 -0.95885
C 2.54771 -0.33152 -0.04229
H 3.45632 -0.85759 0.15185
H -2.51954 -0.00036 -1.96722
H 2.24143 -0.60007 -1.08584
H -2.78429 1.40120 -0.98784
H 0.84375 -1.58764 0.25943
H -0.14134 -0.12184 1.95043
H -0.25268 2.00693 -1.30286
H -2.03935 -1.16818 0.07779
H 1.94690 1.89904 -0.35770
H 1.97109 -1.37234 1.66554
H 1.15568 0.94616 1.36231
H -3.77250 -0.10164 -0.79537
*
```

=====

Most stable to least stable: model i, model ii

=====

Model i:
This record from the Open Molecules 2025 dataset describes one molecule with the formula C8H7NOS. The level of theory is the ωB97M-V functional and the def2-TZVPD basis.

HOMO level (spin up / spin down) ... -7.634 / -7.654 eV
Frontier orbital gap (spin up / spin down) ... 6.67 / 6.73 eV

Structure (ORCA input):
```
! wB97M-V def2-TZVPD RIJCOSX def2/J DEFGRID3
* xyz 0 1
S -0.94243 2.72127 0.04410
O 2.01699 0.78898 -2.05583
N 1.22792 0.95414 -1.13584
C -0.01507 2.76852 -1.31807
C 1.46795 -1.14666 -0.10384
C 1.08170 -2.08424 0.82761
C -1.00914 -0.93864 1.08410
C -0.15549 -1.97260 1.44079
C -0.65220 0.01636 0.14814
C -1.64479 1.05184 -0.27643
C 0.63041 -0.06634 -0.43998
H -1.98787 -0.88009 1.53696
H -0.46369 -2.69146 2.18355
H -1.83043 1.00756 -1.35024
H 1.74343 -2.90041 1.07289
H 2.43738 -1.19198 -0.57835
H 0.67073 3.60952 -1.35854
H -2.57539 0.95425 0.27897
*
```

=====

Model ii:
This record from the Open Molecules 2025 dataset describes one molecule with the formula C8H7NOS. The level of theory is the ωB97M-V functional and the def2-TZVPD basis.

SMILES string ... OCc1nc2ccccc2s1
HOMO level ... -8.955 eV
Frontier orbital gap ... 9.70 eV

Structure (ORCA input):
```
! wB97M-V def2-TZVPD RIJCOSX def2/J DEFGRID3
* xyz 0 1
S -1.21640 -1.57477 0.00290
O -0.40076 -0.78093 -3.74682
N -0.08804 0.34057 -1.16488
C 0.28075 0.46247 0.20575
C -0.23952 -0.56978 0.93645
C 0.06402 -0.60354 2.35578
C 0.88877 0.36662 2.87877
C 1.46893 1.39706 2.00754
C 1.17725 1.43008 0.70009
C -1.41600 -0.95843 -2.70778
C -0.87997 -0.53107 -1.37096
H 1.15889 0.34857 4.07945
H -1.94563 -1.91650 -2.82175
H -0.47874 -1.23789 2.76069
H -0.00648 0.01192 -3.67791
H -2.12596 -0.21475 -3.04955
H 2.10428 2.04632 2.56284
H 1.65460 1.98404 0.04940
*
```

=====

Most stable to least stable: model ii, model i